Entry 1:
46
Properties=species:S:1:pos:R:3 method="wB97M-V/def2-TZVPD" e_above_lowest_kcal_mol=26.9 total_energy_ev=-26132.9125 gap_ev=7.774 charge=+1 homo_energy_ev=-11.08 max_force_ev_per_a=3.13 spin_multiplicity=1
C -5.52 0.48 0.98
C -4.33 -0.03 1.36
C -3.33 -0.48 0.30
N -1.94 0.06 0.46
H -6.34 0.76 1.65
H -5.69 0.63 -0.11
H -4.08 -0.16 2.43
H -3.15 -1.55 0.42
H -3.76 -0.27 -0.70
H -2.07 0.99 0.98
H -1.42 -0.61 1.05
C 1.63 -6.02 -0.37
O 1.04 -5.23 -1.40
C 0.70 -3.94 -1.14
C 1.05 -3.26 0.04
C 0.71 -1.92 0.18
C 0.06 -1.22 -0.85
C -0.37 0.19 -0.64
C 0.64 1.10 -0.15
C 0.55 2.54 -0.12
C -0.45 3.42 -0.49
C -0.21 4.79 -0.38
C 1.01 5.28 0.11
C 2.03 4.40 0.51
C 1.75 3.05 0.42
N 2.60 1.95 0.64
C 3.98 2.07 1.07
C 1.97 0.80 0.25
C -0.25 -1.90 -2.05
C 0.11 -3.22 -2.20
H 1.74 -7.00 -0.83
H 2.61 -5.64 -0.06
H 0.98 -6.10 0.52
H 1.53 -3.77 0.85
H 0.91 -1.43 1.14
H -1.07 0.64 -1.35
H -1.40 3.02 -0.85
H -0.96 5.50 -0.71
H 1.19 6.35 0.19
H 3.02 4.72 0.83
H 4.19 3.11 1.27
H 4.16 1.48 1.97
H 4.67 1.72 0.30
H 2.47 -0.14 0.42
H -0.82 -1.39 -2.83
H -0.11 -3.76 -3.10

Entry 2:
46
Properties=species:S:1:pos:R:3 method="wB97M-V/def2-TZVPD" e_above_lowest_kcal_mol=51.7 total_energy_ev=-27078.7277 gap_ev=9.607 charge=0 homo_energy_ev=-9.27 max_force_ev_per_a=1.99 spin_multiplicity=1
N -0.82 0.83 1.93
C -0.69 0.67 0.49
C -2.00 0.35 -0.21
C -2.01 -0.71 -1.38
C -0.71 -1.22 -2.04
N -0.99 -1.96 -3.30
C 0.37 -0.15 -2.37
O 1.23 0.19 -1.30
H 0.10 1.09 2.27
H -1.50 1.43 2.37
H -0.26 1.54 -0.02
H 0.02 -0.14 0.35
H -2.36 1.22 -0.77
H -2.70 -0.06 0.51
H -2.59 -0.36 -2.26
H -2.65 -1.51 -1.01
H -0.35 -1.99 -1.36
H -1.87 -1.68 -3.71
H -0.98 -2.95 -3.11
H -0.15 0.78 -2.63
H 0.83 -0.56 -3.26
H 1.86 -0.54 -1.23
O 1.34 2.57 3.15
H 2.18 2.56 2.67
H 1.54 1.87 3.80
O 2.42 -2.45 -2.34
H 2.86 -3.26 -2.62
H 1.53 -2.51 -2.70
O -0.39 -1.71 3.03
H -0.71 -0.83 2.70
H -0.41 -1.52 3.98
O -3.99 -1.50 2.14
H -3.96 -0.68 2.65
H -3.59 -1.28 1.30
O 3.61 1.52 -2.19
H 2.89 2.06 -2.53
H 3.18 0.71 -1.94
O 0.68 -2.61 0.65
H 0.13 -2.52 1.46
H 1.06 -3.49 0.59
O -1.33 3.95 2.83
H -0.46 3.73 3.14
H -1.27 3.89 1.87
O 3.61 2.40 0.54
H 3.66 3.15 -0.07
H 3.68 1.68 -0.11

Please write out number 1 again, unchanged.
46
Properties=species:S:1:pos:R:3 method="wB97M-V/def2-TZVPD" e_above_lowest_kcal_mol=26.9 total_energy_ev=-26132.9125 gap_ev=7.774 charge=+1 homo_energy_ev=-11.08 max_force_ev_per_a=3.13 spin_multiplicity=1
C -5.52 0.48 0.98
C -4.33 -0.03 1.36
C -3.33 -0.48 0.30
N -1.94 0.06 0.46
H -6.34 0.76 1.65
H -5.69 0.63 -0.11
H -4.08 -0.16 2.43
H -3.15 -1.55 0.42
H -3.76 -0.27 -0.70
H -2.07 0.99 0.98
H -1.42 -0.61 1.05
C 1.63 -6.02 -0.37
O 1.04 -5.23 -1.40
C 0.70 -3.94 -1.14
C 1.05 -3.26 0.04
C 0.71 -1.92 0.18
C 0.06 -1.22 -0.85
C -0.37 0.19 -0.64
C 0.64 1.10 -0.15
C 0.55 2.54 -0.12
C -0.45 3.42 -0.49
C -0.21 4.79 -0.38
C 1.01 5.28 0.11
C 2.03 4.40 0.51
C 1.75 3.05 0.42
N 2.60 1.95 0.64
C 3.98 2.07 1.07
C 1.97 0.80 0.25
C -0.25 -1.90 -2.05
C 0.11 -3.22 -2.20
H 1.74 -7.00 -0.83
H 2.61 -5.64 -0.06
H 0.98 -6.10 0.52
H 1.53 -3.77 0.85
H 0.91 -1.43 1.14
H -1.07 0.64 -1.35
H -1.40 3.02 -0.85
H -0.96 5.50 -0.71
H 1.19 6.35 0.19
H 3.02 4.72 0.83
H 4.19 3.11 1.27
H 4.16 1.48 1.97
H 4.67 1.72 0.30
H 2.47 -0.14 0.42
H -0.82 -1.39 -2.83
H -0.11 -3.76 -3.10